64
Properties=species:S:1:pos:R:3:lowdin_charge:R:1 method="wB97M-V/def2-TZVPD" e_tot_ev=-292305.8368 multiplicity=1 charge=+1 e_lumo_ev=-3.45 relative_energy_kj_mol=106.6
H 2.83947 -0.75882 3.61226 0.0511
H -0.09820 5.58756 2.08203 0.0755
H 2.02888 4.80483 2.19550 0.0670
H -2.07139 3.27533 2.07884 0.1305
Hf 1.21159 -0.39015 -0.65937 1.1459
C -3.22220 0.08845 -1.78912 -0.0892
O 0.85970 2.19801 3.35335 -0.2317
O -1.94752 0.66441 -3.96560 -0.1906
H -4.10611 -0.40383 -2.19441 0.0773
H -2.02501 4.58525 0.88138 0.1219
O 3.22982 1.88019 2.92742 -0.2264
O -1.04530 -4.36427 -1.68881 -0.2240
C -0.82553 4.93033 2.56537 -0.0591
H 4.42042 3.50218 3.06614 0.1291
Br 1.79092 -1.65751 -3.04465 0.0204
H 0.85180 -5.82125 -1.23470 0.1218
H -2.64144 -1.41561 -5.13976 0.1241
H 2.30487 0.29719 4.88082 0.0879
H -3.86518 -1.88342 -3.95585 0.1202
H 2.30832 3.40136 1.10646 0.0425
O -1.65627 3.09901 -1.10588 -0.2218
O -0.17050 -2.27821 -0.70240 -0.5337
H 3.50189 4.68461 1.30461 0.0883
H -1.63753 -3.72607 -4.79976 0.0925
S -1.81657 -0.14198 -2.82130 0.5827
H 1.10536 -0.65998 3.94100 0.0828
H -1.64156 5.57969 2.88152 0.0931
H -2.99635 -4.03942 -3.62616 0.0748
O 0.28509 -4.43497 0.31106 -0.3024
C -2.81887 -2.01233 -4.24981 -0.2350
O 1.66822 0.77644 1.47895 -0.5130
H -3.43902 1.15643 -1.80236 0.0748
H 2.05184 -4.60994 -0.77128 0.0952
H 2.28091 -5.66530 1.48630 0.0753
H 1.06596 -6.83131 1.06442 0.0844
C 2.75912 4.08242 1.82728 -0.0564
O -0.35768 3.19124 0.96024 -0.2602
H 2.94507 3.68277 3.95310 0.1216
C 0.52246 4.44432 -1.12655 -0.0862
C -2.02966 -3.60318 0.63821 -0.0836
S 1.79151 1.26336 2.83017 0.5710
H 0.48203 4.37603 -2.21801 0.0943
H -3.08762 -0.28937 -0.78006 0.0748
H -2.80460 -2.87285 0.43938 0.0762
C 2.03251 -0.09011 3.90035 -0.1285
H -1.52682 -3.36678 1.57797 0.0845
H -0.32011 4.39621 3.36419 0.0693
S -0.34431 3.03110 -0.59500 0.5765
C -1.42526 3.97652 1.55438 -0.2276
H 0.00701 5.36761 -0.86852 0.0914
C 3.35121 3.31178 3.01246 -0.2079
Br 2.53289 -2.16557 0.96009 0.1195
H -2.34528 -4.63976 0.70960 0.0904
S -0.72898 -3.60733 -0.53429 0.5645
C 1.25810 -5.25895 -0.39879 -0.2485
C 1.84128 -6.19243 0.64033 -0.0588
C -2.65935 -3.49753 -4.50931 -0.0542
H -3.33841 -3.84593 -5.28875 0.0902
H 1.56615 4.52395 -0.83684 0.0788
O 0.49640 1.88454 -0.82363 -0.4500
Br 3.55537 0.99831 -1.07104 -0.0220
O -1.89307 -1.66296 -3.18961 -0.2513
H 2.61755 -6.77176 0.14200 0.0915
O -0.67805 -0.08249 -1.93557 -0.4916


95
Properties=species:S:1:pos:R:3:lowdin_charge:R:1 method="wB97M-V/def2-TZVPD" e_tot_ev=-168743.6946 multiplicity=1 charge=0 e_lumo_ev=-4.70
F 3.38672 0.75531 -0.99124 -0.1458
F 1.41842 -3.28735 0.29556 -0.1518
N 5.35420 -1.82998 -1.45434 0.1007
H -5.97180 2.65820 2.19577 0.1102
O -2.44198 -1.71375 5.52238 0.1256
F -1.18293 1.88753 3.18564 -0.1866
P -1.84198 3.12012 2.39892 0.2043
F -2.74520 1.98327 1.66626 -0.2181
O -3.32987 -2.31059 0.91686 0.0461
H 3.50610 -2.82484 -1.11086 0.0996
O 1.78068 -1.29609 2.35546 0.0126
F -2.41300 4.39470 1.54836 -0.1736
S -2.92140 -0.43679 -2.64702 0.3934
H -5.06060 3.85246 1.50008 0.0978
F 0.58034 -4.90688 -1.05118 -0.1625
F 0.52353 1.37754 -2.26786 -0.1397
H 3.34277 -4.38166 -6.82347 0.1075
F -1.35866 -4.80173 -0.00146 -0.1296
H 3.63480 3.51489 5.02938 0.0893
O 1.59770 0.60718 2.85449 -0.0630
H 1.70937 -2.72722 -6.76062 0.1813
F 2.40225 0.61947 -3.10949 -0.1529
N -4.14985 -1.74785 1.66797 -0.5672
O -0.39395 -2.05673 5.73626 0.0943
P 0.02634 -4.03147 0.18170 0.1470
C 5.49481 0.17749 -3.06049 0.0226
N 2.31103 -0.38580 2.88789 -0.7066
F -3.09428 3.33834 3.40536 -0.1596
F -2.51822 -1.82875 -2.04214 -0.2059
H 3.61051 0.56209 5.01610 0.0990
N -6.71386 3.18819 -1.10201 0.1069
C 1.30621 -3.41542 -4.86965 -0.3766
H 0.79755 -2.24683 -3.03410 0.0890
N -1.32558 -1.67586 5.07686 -0.6079
C 4.83983 -1.12634 -2.72678 -0.3537
C 2.45208 1.43469 6.44737 -0.3315
H -5.03134 2.27220 0.64441 0.0764
N -2.38745 0.21577 -1.35465 -0.2488
F 2.52292 2.56909 -1.75697 -0.1262
H 3.95824 -3.92182 -5.15169 0.0960
O 4.04587 -1.73168 -3.43817 0.1100
H -7.57893 5.12733 -1.46984 0.0978
F 0.58290 -5.19748 1.15076 -0.1554
H -5.80431 3.32479 -1.51933 0.1112
H -8.68824 3.80260 -1.76253 0.0932
C 1.37932 0.35823 6.16573 0.0282
O -1.12891 -1.38148 3.87046 0.0467
C 3.45851 2.66139 4.37473 0.0530
F -0.60589 -3.21755 1.50857 -0.2224
H 1.86184 -0.57567 5.87744 0.0914
H 5.59765 0.81198 -2.18018 0.1009
H 4.76685 0.55292 -3.77967 0.0983
H 4.19088 -2.79377 -6.41240 0.0949
F -1.99702 2.51137 -0.97685 -0.1862
O -3.77302 -0.74630 2.29749 0.0901
C 4.19595 -2.25564 -0.48780 0.0750
In -0.81794 -0.27706 0.99967 1.3515
H -7.31421 4.03875 -2.96084 0.0998
F -0.95547 4.26510 3.22494 -0.1926
O -2.07315 -0.46661 -3.81126 -0.2820
O -5.28430 -2.17015 1.91458 0.1014
O 3.39452 -0.43892 3.25486 0.0378
C 3.52026 -3.59174 -6.09366 0.0273
H 0.39455 -1.33920 -4.40613 0.0862
H 4.49362 1.49737 5.89432 0.1656
H 2.49157 -1.85519 -5.62000 0.1505
S -2.77619 1.71238 -2.07547 0.5632
H 5.88550 -2.66707 -1.64694 0.1666
C -5.64194 2.97813 1.20737 0.0336
H 0.65486 0.67485 5.41537 0.0921
O 2.54871 2.08766 7.45578 0.1472
H 2.53587 2.72458 3.79781 0.0961
O -4.38281 -0.58323 -2.78059 -0.2740
C -6.87512 3.42745 0.42234 -0.3044
H -0.49505 -2.82510 -4.05455 0.1032
H 4.72293 -2.78448 0.30637 0.1103
F -0.62816 2.87053 1.32404 -0.1951
F 1.36270 1.40468 -0.16615 -0.1861
N 3.60062 1.48662 5.42261 0.1077
H 3.79564 -1.32016 -0.09699 0.0845
O -2.07698 2.15512 -3.29927 -0.2595
H -7.03183 2.23625 -1.21522 0.1735
H 4.29466 2.75235 3.68139 0.0932
F -0.50735 -2.72186 -0.61973 -0.2162
H 6.47037 0.03068 -3.52398 0.1047
O 1.21887 -4.58424 -4.69622 0.1952
C -7.66828 4.14588 -1.93553 0.0534
O -4.13013 2.22125 -1.81732 -0.3281
C 0.49631 -2.37240 -4.07410 0.0409
P 1.97085 1.06867 -1.62432 0.1802
H 0.74457 0.19459 7.03660 0.0985
H 6.07784 -1.23535 -1.07638 0.1595
N 2.22357 -2.78978 -5.89358 0.1036
O -7.95659 3.75669 0.93896 0.1164
F 1.53920 -0.53285 -1.24424 -0.2247


Copy entry 1 word for word.
64
Properties=species:S:1:pos:R:3:lowdin_charge:R:1 method="wB97M-V/def2-TZVPD" e_tot_ev=-292305.8368 multiplicity=1 charge=+1 e_lumo_ev=-3.45 relative_energy_kj_mol=106.6
H 2.83947 -0.75882 3.61226 0.0511
H -0.09820 5.58756 2.08203 0.0755
H 2.02888 4.80483 2.19550 0.0670
H -2.07139 3.27533 2.07884 0.1305
Hf 1.21159 -0.39015 -0.65937 1.1459
C -3.22220 0.08845 -1.78912 -0.0892
O 0.85970 2.19801 3.35335 -0.2317
O -1.94752 0.66441 -3.96560 -0.1906
H -4.10611 -0.40383 -2.19441 0.0773
H -2.02501 4.58525 0.88138 0.1219
O 3.22982 1.88019 2.92742 -0.2264
O -1.04530 -4.36427 -1.68881 -0.2240
C -0.82553 4.93033 2.56537 -0.0591
H 4.42042 3.50218 3.06614 0.1291
Br 1.79092 -1.65751 -3.04465 0.0204
H 0.85180 -5.82125 -1.23470 0.1218
H -2.64144 -1.41561 -5.13976 0.1241
H 2.30487 0.29719 4.88082 0.0879
H -3.86518 -1.88342 -3.95585 0.1202
H 2.30832 3.40136 1.10646 0.0425
O -1.65627 3.09901 -1.10588 -0.2218
O -0.17050 -2.27821 -0.70240 -0.5337
H 3.50189 4.68461 1.30461 0.0883
H -1.63753 -3.72607 -4.79976 0.0925
S -1.81657 -0.14198 -2.82130 0.5827
H 1.10536 -0.65998 3.94100 0.0828
H -1.64156 5.57969 2.88152 0.0931
H -2.99635 -4.03942 -3.62616 0.0748
O 0.28509 -4.43497 0.31106 -0.3024
C -2.81887 -2.01233 -4.24981 -0.2350
O 1.66822 0.77644 1.47895 -0.5130
H -3.43902 1.15643 -1.80236 0.0748
H 2.05184 -4.60994 -0.77128 0.0952
H 2.28091 -5.66530 1.48630 0.0753
H 1.06596 -6.83131 1.06442 0.0844
C 2.75912 4.08242 1.82728 -0.0564
O -0.35768 3.19124 0.96024 -0.2602
H 2.94507 3.68277 3.95310 0.1216
C 0.52246 4.44432 -1.12655 -0.0862
C -2.02966 -3.60318 0.63821 -0.0836
S 1.79151 1.26336 2.83017 0.5710
H 0.48203 4.37603 -2.21801 0.0943
H -3.08762 -0.28937 -0.78006 0.0748
H -2.80460 -2.87285 0.43938 0.0762
C 2.03251 -0.09011 3.90035 -0.1285
H -1.52682 -3.36678 1.57797 0.0845
H -0.32011 4.39621 3.36419 0.0693
S -0.34431 3.03110 -0.59500 0.5765
C -1.42526 3.97652 1.55438 -0.2276
H 0.00701 5.36761 -0.86852 0.0914
C 3.35121 3.31178 3.01246 -0.2079
Br 2.53289 -2.16557 0.96009 0.1195
H -2.34528 -4.63976 0.70960 0.0904
S -0.72898 -3.60733 -0.53429 0.5645
C 1.25810 -5.25895 -0.39879 -0.2485
C 1.84128 -6.19243 0.64033 -0.0588
C -2.65935 -3.49753 -4.50931 -0.0542
H -3.33841 -3.84593 -5.28875 0.0902
H 1.56615 4.52395 -0.83684 0.0788
O 0.49640 1.88454 -0.82363 -0.4500
Br 3.55537 0.99831 -1.07104 -0.0220
O -1.89307 -1.66296 -3.18961 -0.2513
H 2.61755 -6.77176 0.14200 0.0915
O -0.67805 -0.08249 -1.93557 -0.4916